1.
C52H104O13 | ωB97M-V/def2-TZVPD

relative energy (zero: lowest compared OMol25 entry of this formula, charge and spin) = 54.2 kcal/mol
frontier orbital gap = 9.6530 eV
E_LUMO = 0.5 eV
max |F| = 2.815 eV/A

Atoms and positions in Å:
C: 35.02 4.65 -21.70
C: 34.06 4.00 -22.67
C: 34.40 2.52 -22.38
O: 34.48 2.48 -20.96
C: 35.00 3.71 -20.47
H: 34.72 5.67 -21.47
H: 36.03 4.64 -22.12
H: 34.28 4.29 -23.70
H: 33.00 4.18 -22.48
H: 35.39 2.20 -22.73
H: 33.72 1.74 -22.72
H: 36.01 3.61 -20.06
H: 34.37 4.09 -19.66
C: 32.37 6.58 -16.77
C: 32.83 5.19 -16.60
C: 34.35 5.26 -16.96
O: 34.38 6.26 -17.94
C: 33.45 7.25 -17.61
H: 32.32 7.04 -15.78
H: 31.35 6.64 -17.16
H: 32.25 4.56 -17.28
H: 32.72 4.80 -15.59
H: 34.81 4.32 -17.28
H: 34.97 5.59 -16.12
H: 33.02 7.77 -18.46
H: 33.94 7.99 -16.98
C: 38.84 6.97 -24.29
C: 37.87 6.54 -25.37
C: 36.63 7.09 -24.75
O: 36.78 6.97 -23.34
C: 38.17 6.77 -22.99
H: 39.03 8.04 -24.39
H: 39.72 6.36 -24.43
H: 37.82 5.46 -25.48
H: 38.08 7.03 -26.32
H: 35.72 6.61 -25.10
H: 36.46 8.12 -25.04
H: 38.34 5.76 -22.62
H: 38.50 7.52 -22.28
C: 42.12 6.31 -19.18
C: 43.04 5.55 -20.23
C: 42.13 5.56 -21.45
O: 40.96 6.31 -21.09
C: 40.74 6.26 -19.73
H: 42.39 7.36 -19.10
H: 42.22 5.88 -18.18
H: 43.24 4.51 -19.96
H: 44.02 5.99 -20.42
H: 41.83 4.55 -21.71
H: 42.65 6.00 -22.31
H: 40.18 5.36 -19.48
H: 40.20 7.12 -19.33
C: 33.40 8.46 -22.92
C: 31.92 8.37 -23.31
C: 31.22 9.01 -22.14
O: 32.20 9.19 -21.12
C: 33.31 8.33 -21.41
H: 33.78 9.46 -23.16
H: 34.15 7.78 -23.33
H: 31.64 7.33 -23.47
H: 31.71 8.92 -24.23
H: 30.41 8.35 -21.84
H: 30.78 9.96 -22.45
H: 33.07 7.31 -21.10
H: 34.19 8.53 -20.79
C: 39.85 14.04 -20.33
C: 39.54 12.76 -19.53
C: 38.25 13.02 -18.76
O: 37.60 14.14 -19.39
C: 38.66 14.98 -19.88
H: 39.82 13.85 -21.40
H: 40.79 14.51 -20.05
H: 40.39 12.54 -18.88
H: 39.47 11.89 -20.18
H: 38.37 13.39 -17.74
H: 37.62 12.15 -18.58
H: 39.05 15.71 -19.17
H: 38.33 15.66 -20.65
C: 40.24 8.36 -12.25
C: 40.42 8.40 -13.75
C: 40.55 6.92 -14.07
O: 41.27 6.41 -12.97
C: 41.25 7.29 -11.84
H: 39.23 7.99 -12.04
H: 40.47 9.30 -11.75
H: 41.33 8.88 -14.11
H: 39.53 8.73 -14.29
H: 41.03 6.78 -15.04
H: 39.54 6.52 -14.08
H: 42.23 7.77 -11.73
H: 41.01 6.78 -10.91
C: 37.12 12.33 -13.32
C: 38.16 13.11 -12.53
C: 39.01 13.89 -13.54
O: 38.92 13.09 -14.69
C: 38.00 12.02 -14.53
H: 36.30 12.97 -13.67
H: 36.70 11.50 -12.75
H: 38.71 12.44 -11.86
H: 37.63 13.84 -11.92
H: 40.02 14.01 -13.17
H: 38.67 14.91 -13.72
H: 38.61 11.15 -14.26
H: 37.35 11.79 -15.38
C: 33.74 13.15 -19.22
C: 32.61 14.15 -19.36
C: 31.41 13.48 -18.66
O: 31.78 12.07 -18.67
C: 33.00 11.81 -19.38
H: 34.21 13.26 -18.25
H: 34.50 13.24 -20.00
H: 32.36 14.39 -20.40
H: 32.90 15.12 -18.94
H: 30.53 13.80 -19.23
H: 31.30 13.76 -17.61
H: 32.77 11.63 -20.43
H: 33.54 10.94 -19.01
C: 37.95 11.45 -23.06
C: 37.47 10.88 -24.39
C: 36.95 12.13 -25.12
O: 36.38 12.93 -24.08
C: 36.86 12.49 -22.83
H: 38.94 11.87 -23.24
H: 37.96 10.66 -22.31
H: 36.56 10.31 -24.17
H: 38.25 10.36 -24.94
H: 36.19 11.89 -25.86
H: 37.76 12.73 -25.51
H: 35.99 12.11 -22.28
H: 37.35 13.29 -22.27
C: 42.28 10.30 -17.72
C: 42.48 10.92 -16.39
C: 41.07 11.28 -15.97
O: 40.24 10.38 -16.69
C: 40.99 9.52 -17.54
H: 43.11 9.64 -17.99
H: 42.21 11.16 -18.39
H: 43.11 11.81 -16.33
H: 42.88 10.24 -15.63
H: 40.81 12.29 -16.27
H: 40.99 11.08 -14.90
H: 40.59 9.26 -18.52
H: 41.17 8.59 -16.99
C: 36.30 8.08 -13.16
C: 35.80 7.95 -11.74
C: 36.30 6.58 -11.25
O: 36.71 5.91 -12.44
C: 36.28 6.58 -13.62
H: 37.30 8.49 -13.27
H: 35.67 8.72 -13.79
H: 34.71 8.02 -11.68
H: 36.24 8.77 -11.17
H: 35.46 6.07 -10.78
H: 37.12 6.73 -10.54
H: 35.31 6.25 -13.99
H: 37.00 6.37 -14.41
C: 37.29 9.73 -17.82
C: 36.56 9.44 -19.07
C: 37.26 8.15 -19.59
O: 37.62 7.48 -18.37
C: 37.42 8.31 -17.16
H: 36.71 10.41 -17.19
H: 38.24 10.17 -18.11
H: 36.64 10.20 -19.83
H: 35.49 9.27 -18.91
H: 38.14 8.50 -20.12
H: 36.66 7.53 -20.26
H: 38.25 8.31 -16.45
H: 36.51 8.00 -16.66

2.
C3H10N2O | ωB97M-V/def2-TZVPD

relative energy (zero: lowest compared OMol25 entry of this formula, charge and spin) = 43.0 kcal/mol
spin multiplicity = 2
frontier orbital gap (alpha / beta) = 11.5976 / 6.0861 eV
⟨S²⟩ = 0.76
E_LUMO (alpha / beta) = -3.0 / -8.0 eV
max |F| = 1.327 eV/A
total charge = +1

Atoms and positions in Å:
C: 0.46 0.18 -0.98
N: -0.64 -0.53 -0.54
C: -1.74 0.07 0.18
O: -2.95 -0.40 -0.32
C: 1.56 0.51 0.18
N: 1.63 -0.49 1.18
H: 1.02 -0.38 -1.72
H: 0.17 1.12 -1.42
H: -0.47 -1.52 -0.34
H: -1.71 1.15 0.17
H: -1.64 -0.23 1.24
H: -2.91 -0.31 -1.28
H: 1.38 1.50 0.61
H: 2.48 0.49 -0.39
H: 2.51 -0.64 1.64
H: 0.84 -0.52 1.80

3.
C2H3NO3 | ωB97M-V/def2-TZVPD

relative energy (zero: lowest compared OMol25 entry of this formula, charge and spin) = 106.6 kcal/mol
SMILES = COC(=O)N=O
frontier orbital gap (alpha / beta) = 8.2906 / 8.2958 eV
E_LUMO (alpha / beta) = -2.3 / -2.2 eV
max |F| = 4.961 eV/A

Atoms and positions in Å:
C: -1.12 0.37 0.23
C: 1.17 -0.48 0.33
O: 0.21 0.50 0.73
N: 1.46 -0.60 -1.03
O: 0.84 0.18 -1.76
O: 1.89 -1.04 1.13
H: -1.24 0.90 -0.72
H: -1.79 0.84 0.96
H: -1.40 -0.68 0.13

4.
C5H4F2 | ωB97M-V/def2-TZVPD

relative energy (zero: lowest compared OMol25 entry of this formula, charge and spin) = 0.0 kcal/mol
SMILES = FC1(F)C=CC=C1
frontier orbital gap = 9.5490 eV
E_LUMO = 0.2 eV
max |F| = 0.572 eV/A

Atoms and positions in Å:
C: 0.32 -0.45 0.17
C: -1.09 -0.09 0.60
C: -1.46 1.01 -0.06
C: -0.34 1.46 -0.94
C: 0.69 0.64 -0.82
H: -1.67 -0.67 1.33
H: -2.41 1.52 0.02
H: -0.39 2.34 -1.59
H: 1.66 0.69 -1.31
F: 1.18 -0.46 1.24
F: 0.39 -1.68 -0.38

5.
C31H69F3GaN2O11S8 | ωB97M-V/def2-TZVPD

frontier orbital gap = 5.8450 eV
E_LUMO = 1.6 eV
max |F| = 1.277 eV/A
total charge = -1

Atoms and positions in Å:
C: 5.09 -0.82 0.54
C: 5.10 -0.46 -0.97
C: 4.43 0.87 -1.19
O: 4.90 1.94 -0.87
O: 3.22 0.77 -1.81
C: 2.08 0.91 -0.91
C: 0.78 0.89 -1.69
Ga: -0.70 -0.09 -0.68
C: -0.44 0.30 1.32
O: -0.31 -0.90 2.17
C: -1.28 -1.11 3.03
F: -1.52 -0.07 3.88
F: -0.96 -2.17 3.81
F: -2.47 -1.40 2.45
N: -2.39 0.58 -1.37
C: -3.47 0.37 -0.76
C: -3.92 1.10 0.51
C: -4.55 -0.58 -1.29
C: -0.47 -2.07 -1.04
C: -1.47 -3.04 -0.89
C: -1.21 -4.38 -1.19
C: 0.06 -4.72 -1.65
N: 1.06 -3.84 -1.79
C: 0.77 -2.56 -1.49
H: 6.01 -0.47 1.01
H: 4.95 -1.89 0.67
H: 4.24 -0.31 1.01
H: 4.50 -1.20 -1.51
H: 6.10 -0.47 -1.39
H: 2.11 0.06 -0.21
H: 2.20 1.85 -0.36
H: 0.43 1.89 -1.94
H: 0.94 0.32 -2.61
H: -1.23 0.95 1.70
H: 0.50 0.85 1.46
H: -3.14 1.74 0.89
H: -4.76 1.74 0.23
H: -4.31 0.41 1.27
H: -5.22 0.01 -1.92
H: -4.09 -1.34 -1.93
H: -5.17 -1.01 -0.50
H: -2.45 -2.75 -0.52
H: -2.00 -5.12 -1.09
H: 0.27 -5.76 -1.91
H: 1.59 -1.85 -1.62
C: 9.81 -3.19 -2.42
S: 9.28 -1.47 -2.51
O: 7.94 -1.41 -1.88
C: 8.97 -1.42 -4.27
H: 9.99 -3.42 -1.38
H: 9.02 -3.83 -2.81
H: 10.73 -3.32 -2.99
H: 8.22 -2.16 -4.53
H: 9.89 -1.59 -4.83
H: 8.58 -0.43 -4.50
C: 3.94 -0.34 -5.24
S: 5.37 0.64 -5.67
O: 6.58 -0.25 -5.62
C: 5.39 1.58 -4.14
H: 3.75 -1.05 -6.04
H: 4.13 -0.88 -4.31
H: 3.11 0.35 -5.12
H: 5.48 0.89 -3.30
H: 4.46 2.15 -4.06
H: 6.24 2.25 -4.17
C: -5.34 -2.44 6.03
S: -5.20 -2.75 4.27
O: -6.56 -3.11 3.78
C: -4.27 -4.28 4.42
H: -5.93 -1.53 6.16
H: -5.85 -3.27 6.51
H: -4.35 -2.30 6.46
H: -4.85 -5.00 5.01
H: -3.31 -4.08 4.89
H: -4.11 -4.67 3.41
C: 6.15 -6.04 2.56
S: 5.36 -5.22 1.16
O: 5.69 -3.78 1.25
C: 3.68 -5.40 1.76
H: 7.23 -5.99 2.40
H: 5.89 -5.51 3.48
H: 5.83 -7.08 2.60
H: 3.58 -4.92 2.73
H: 3.42 -6.46 1.83
H: 3.02 -4.91 1.04
C: -0.23 2.90 -6.55
S: 0.31 2.68 -4.85
O: 1.46 1.73 -4.89
C: -1.12 1.74 -4.31
H: 0.56 3.44 -7.08
H: -0.40 1.93 -7.01
H: -1.15 3.48 -6.56
H: -1.21 0.84 -4.93
H: -2.01 2.36 -4.39
H: -0.95 1.46 -3.27
C: -4.25 3.70 7.34
S: -3.86 3.43 5.60
O: -5.11 2.95 4.96
C: -2.81 2.00 5.86
H: -4.94 4.54 7.40
H: -4.71 2.81 7.75
H: -3.34 3.95 7.88
H: -3.38 1.23 6.38
H: -1.94 2.30 6.45
H: -2.48 1.64 4.89
C: -4.12 3.92 -9.22
S: -3.92 2.15 -9.02
O: -3.00 1.95 -7.88
C: -2.96 1.89 -10.52
H: -4.66 4.30 -8.36
H: -3.13 4.39 -9.28
H: -4.69 4.13 -10.13
H: -2.06 2.50 -10.48
H: -3.57 2.15 -11.39
H: -2.69 0.84 -10.56
C: -6.82 4.92 11.46
S: -6.31 5.39 9.80
O: -4.88 5.79 9.88
C: -7.27 6.91 9.73
H: -6.29 4.00 11.72
H: -6.55 5.71 12.16
H: -7.90 4.74 11.47
H: -6.97 7.56 10.55
H: -8.33 6.67 9.80
H: -7.06 7.39 8.78

6.
C31H44BCl2N12Tb | ωB97M-V/def2-TZVPD

spin multiplicity = 7
frontier orbital gap (alpha / beta) = 8.5725 / 8.7442 eV
⟨S²⟩ = 12.69
E_LUMO (alpha / beta) = -5.2 / -5.0 eV
max |F| = 0.919 eV/A
total charge = +2

Atoms and positions in Å:
Tb: -0.31 -0.80 0.22
C: 2.30 -3.97 -0.53
C: 1.24 -3.53 -1.49
C: 1.09 -3.96 -2.80
C: -0.07 -3.37 -3.27
C: -0.68 -3.50 -4.63
N: -0.57 -2.61 -2.28
N: 0.24 -2.70 -1.17
B: -2.03 -2.07 -2.21
N: -2.67 -2.54 -0.89
N: -2.17 -2.26 0.35
C: -2.95 -2.90 1.24
C: -2.69 -2.91 2.71
C: -3.98 -3.55 0.57
C: -3.77 -3.31 -0.77
C: -4.57 -3.82 -1.92
N: -2.11 -0.52 -2.29
N: -1.89 0.27 -1.18
C: -2.44 1.47 -1.45
C: -2.52 2.57 -0.45
C: -2.96 1.46 -2.74
C: -2.74 0.19 -3.23
C: -3.14 -0.34 -4.57
H: 2.91 -4.73 -1.00
H: 1.84 -4.41 0.36
H: 2.94 -3.15 -0.22
H: 1.73 -4.64 -3.34
H: -0.05 -4.13 -5.25
H: -0.78 -2.53 -5.11
H: -1.67 -3.96 -4.57
H: -2.63 -2.52 -3.12
H: -1.63 -2.81 2.91
H: -3.02 -3.86 3.12
H: -3.24 -2.12 3.21
H: -4.77 -4.15 1.01
H: -5.40 -4.42 -1.54
H: -3.97 -4.45 -2.57
H: -4.98 -3.01 -2.52
H: -2.33 2.20 0.56
H: -3.52 3.00 -0.48
H: -1.82 3.37 -0.69
H: -3.47 2.27 -3.23
H: -3.61 0.45 -5.14
H: -3.86 -1.16 -4.47
H: -2.28 -0.71 -5.12
N: -0.16 10.04 3.35
C: -0.02 8.99 2.89
C: 0.15 7.69 2.33
C: -0.79 6.69 2.60
C: -0.64 5.43 2.05
C: 0.46 5.16 1.24
C: 1.41 6.14 0.98
C: 1.25 7.41 1.52
N: 0.61 3.86 0.67
C: 1.00 3.58 -0.62
C: 0.91 2.23 -0.75
N: 0.48 1.67 0.44
C: 0.29 2.69 1.25
H: -1.64 6.92 3.22
H: -1.39 4.68 2.22
H: 2.28 5.92 0.37
H: 1.98 8.18 1.32
H: 1.29 4.35 -1.32
H: 1.14 1.63 -1.62
H: -0.01 2.63 2.29
C: 1.85 -1.80 2.46
N: 3.13 -1.26 2.06
C: 3.73 -0.39 3.07
C: 3.24 -0.87 0.74
N: 2.15 -0.72 0.04
N: 4.48 -0.70 0.25
C: 4.68 -0.10 -1.06
C: 5.67 -1.31 0.83
H: 1.97 -2.33 3.40
H: 1.49 -2.51 1.71
H: 1.10 -1.01 2.62
H: 3.04 0.42 3.34
H: 4.65 0.04 2.71
H: 3.94 -0.97 3.97
H: 2.37 -0.62 -0.95
H: 4.54 -0.83 -1.87
H: 5.69 0.28 -1.12
H: 4.00 0.74 -1.21
H: 5.41 -1.95 1.67
H: 6.38 -0.55 1.16
H: 6.16 -1.93 0.08
Cl: -0.59 -1.31 5.08
C: -1.05 0.25 4.42
Cl: -1.44 0.20 2.65
H: -0.23 0.94 4.56
H: -1.95 0.59 4.92

- max |F| of number 4 (C5H4F2)?
  0.572 eV/A